Entry 1:
The following is a quantum chemistry calculation of a cluster of 2 separate species, C23H21BrF3NO5S4 in total in a non-equilibrium geometry, from the Open Molecules 2025 dataset.

```
! wB97M-V def2-TZVPD RIJCOSX def2/J DEFGRID3
* xyz 0 1
C -2.144 -2.499 4.596
S -1.868 -2.483 2.779
C -2.745 -1.009 2.286
C -0.187 -2.159 2.779
C 0.597 -3.261 3.256
C 2.105 -3.188 3.328
C 2.820 -1.985 3.279
C 4.213 -1.970 3.494
C 4.905 -3.169 3.741
Br 6.758 -3.171 4.123
C 4.198 -4.389 3.721
C 2.818 -4.391 3.506
O 0.051 -4.310 3.658
H -3.225 -2.612 4.735
H -1.599 -3.356 5.003
H -1.778 -1.554 5.016
H -3.666 -0.939 2.860
H -2.131 -0.124 2.414
H -2.984 -1.124 1.230
H 0.222 -1.279 2.298
H 2.275 -1.061 3.071
H 4.769 -1.037 3.518
H 4.708 -5.330 3.916
H 2.280 -5.341 3.475
F 2.442 -0.093 -1.396
C 1.642 0.970 -1.689
F 2.413 1.967 -2.191
F 0.756 0.603 -2.654
S 0.828 1.491 -0.092
N -0.467 2.341 -0.859
S -0.381 4.141 -1.147
C -0.430 4.451 -2.945
C 0.650 5.135 -3.510
C 0.652 5.424 -4.880
C -0.443 5.065 -5.673
C -1.548 4.439 -5.089
C -1.548 4.138 -3.718
O -1.584 4.630 -0.536
O 0.923 4.525 -0.676
S -1.971 1.556 -0.604
C -1.602 -0.073 -1.243
C -2.210 -0.475 -2.433
C -2.006 -1.771 -2.910
C -1.176 -2.657 -2.222
C -0.545 -2.240 -1.052
C -0.790 -0.971 -0.549
O -2.200 1.530 0.824
O -2.922 2.156 -1.496
H 1.478 5.439 -2.875
H 1.505 5.945 -5.315
H -0.439 5.281 -6.743
H -2.419 4.206 -5.698
H -2.407 3.667 -3.249
H -2.823 0.254 -2.966
H -2.514 -2.082 -3.822
H -1.033 -3.674 -2.580
H 0.131 -2.893 -0.501
H -0.355 -0.684 0.410
*
```

Output
- Max |F|: 2.17 eV Å⁻¹
- E_HOMO: -7.636 eV
- Energy above the lowest of the compared OMol25 structures with the same formula, charge and spin: 0.00 kcal per mole
- HOMO-LUMO gap: 7.3 eV

These are the Mulliken partial charges, in e, on atoms 1 to 4: -1.08 0.21 -0.65 -0.44

***

Entry 2:
The following is a quantum chemistry calculation of an isolated molecule of C23H21Cl2FN4O3, from the Open Molecules 2025 dataset.

```
! wB97M-V def2-TZVPD RIJCOSX def2/J DEFGRID3
* xyz 0 1
C -1.108 -2.627 0.156
C -0.711 -1.815 1.127
C -1.320 -0.476 1.292
O -2.194 -0.073 0.524
N -0.924 0.279 2.340
C 0.238 0.036 3.169
H 1.001 -0.471 2.577
C 0.819 1.349 3.715
H 0.309 1.629 4.637
H 1.874 1.195 3.946
C 0.693 2.534 2.748
C -0.779 2.735 2.327
H -1.200 3.594 2.849
C -1.634 1.505 2.637
H -2.547 1.514 2.040
H -1.905 1.490 3.698
H -0.807 2.956 1.261
H 1.038 3.432 3.274
O 1.593 2.488 1.651
C 1.709 1.353 0.882
C 0.818 1.032 -0.110
C 1.032 -0.088 -0.932
C 2.218 -0.846 -0.778
N 2.503 -1.888 -1.591
C 1.640 -2.145 -2.533
N 0.468 -1.550 -2.740
C 0.140 -0.550 -1.945
N -1.101 0.014 -2.071
C -1.999 -0.325 -3.072
C -3.342 -0.537 -2.757
C -4.263 -0.850 -3.735
C -3.864 -0.962 -5.058
C -2.536 -0.726 -5.407
C -1.620 -0.397 -4.415
F -0.366 -0.093 -4.779
Cl -2.022 -0.812 -7.046
Cl -5.010 -1.370 -6.274
H -5.297 -1.017 -3.479
H -3.647 -0.453 -1.725
H -1.546 0.283 -1.192
H 1.877 -2.956 -3.209
C 3.130 -0.507 0.239
C 2.884 0.558 1.068
O 3.680 0.947 2.096
C 4.920 0.301 2.260
H 5.411 0.812 3.087
H 5.537 0.388 1.362
H 4.792 -0.757 2.511
H 4.017 -1.113 0.321
H -0.040 1.660 -0.286
H -0.031 -0.613 4.015
H 0.034 -2.133 1.838
H -0.693 -3.611 0.029
H -1.868 -2.323 -0.544
*
```

Output
- Max |F|: 0.79 eV Å⁻¹
- E_HOMO: -8.032 eV
- HOMO-LUMO gap: 8.2 eV
- SMILES: C=CC(=O)N1CCC(Oc2cc3c(Nc4ccc(Cl)c(Cl)c4F)ncnc3cc2OC)CC1

These are the Mulliken partial charges, in e, on atoms 1 to 4: -0.86 -0.31 1.20 -0.85

***

Entry 3:
The following is a quantum chemistry calculation of a structure of composition C23H21Cl2N2O2RuS2 in a non-equilibrium geometry, from the Open Molecules 2025 dataset.

```
! wB97M-V def2-TZVPD RIJCOSX def2/J DEFGRID3
* xyz 0 2
Ru 0.055 0.124 0.356
C -0.347 -0.030 3.412
N -1.130 -0.352 2.199
C -2.329 0.519 2.110
C -2.748 0.718 0.665
N -1.638 1.326 -0.113
C -1.437 2.745 0.287
C -1.885 1.329 -1.565
C -3.138 1.642 -2.073
C -3.332 1.716 -3.442
C -2.258 1.490 -4.296
C -1.008 1.196 -3.785
C -0.795 1.115 -2.405
S 0.802 0.764 -1.762
C -1.521 -1.764 2.169
C -2.039 -2.368 3.310
C -2.425 -3.697 3.288
C -2.300 -4.425 2.111
C -1.803 -3.822 0.972
C -1.408 -2.480 0.983
S -0.781 -1.749 -0.492
H -0.975 -0.011 4.306
H 0.111 0.950 3.281
H 0.432 -0.777 3.534
H -2.090 1.471 2.584
H -3.164 0.082 2.666
H -3.642 1.348 0.632
H -2.982 -0.239 0.201
H -2.385 3.282 0.192
H -0.697 3.182 -0.379
H -1.064 2.820 1.302
H -3.972 1.832 -1.409
H -4.312 1.948 -3.838
H -2.401 1.534 -5.368
H -0.173 1.007 -4.446
H -2.140 -1.799 4.225
H -2.819 -4.160 4.183
H -2.588 -5.468 2.084
H -1.698 -4.384 0.054
Cl 7.019 0.453 2.675
C 5.362 0.111 2.277
C 4.869 -1.189 2.479
C 3.575 -1.494 2.166
Cl 2.976 -3.095 2.417
C 2.683 -0.526 1.610
O 1.504 -0.894 1.272
C 3.195 0.791 1.488
C 2.340 1.902 1.186
O 1.105 1.883 1.135
C 4.541 1.086 1.795
H 5.517 -1.955 2.881
H 2.839 2.873 1.061
H 4.906 2.097 1.667
*
```

Output
- Max |F|: 1.25 eV Å⁻¹
- E_HOMO (alpha / beta): -7.173 / -7.112 eV
- Energy above the lowest of the compared OMol25 structures with the same formula, charge and spin: 10.01 kcal per mole
- HOMO-LUMO gap (alpha / beta): 6.8 / 6.4 eV

These are the Mulliken partial charges, in e, on atoms 1 to 4: 0.15 -1.47 1.36 -1.15